{"formula": "C31H26Cl2N6O4Pd", "method": "ωB97M-V/def2-TZVPD", "species": ["H", "C", "C", "N", "C", "C", "H", "C", "C", "C", "C", "H", "O", "H", "H", "C", "C", "C", "H", "H", "C", "H", "N", "C", "C", "C", "H", "H", "C", "C", "H", "C", "C", "O", "H", "H", "H", "H", "C", "O", "H", "C", "H", "N", "H", "H", "H", "O", "C", "C", "Cl", "N", "C", "H", "Pd", "C", "H", "H", "N", "C", "H", "C", "C", "H", "Cl", "H", "C", "C", "N", "C"], "coordinates": [[-2.8446, -2.7901, 2.0584], [-1.5895, 2.2893, -3.4502], [1.2521, -1.3308, -3.2952], [2.8826, 0.2478, 1.5806], [1.0950, -2.7038, -1.3100], [-0.3545, 0.3770, -4.2865], [-1.5352, 3.1176, -2.7830], [0.6657, 1.9926, -2.5535], [-3.4934, 1.0575, 0.1731], [3.1965, -1.0274, 1.8350], [2.0869, -1.9774, 2.3436], [-1.0295, 2.8485, 3.0612], [0.7219, -2.0504, 4.7749], [-2.4676, 2.9588, 4.9258], [-5.3956, 1.5796, -0.4973], [3.1286, -2.6403, -2.3977], [-1.4090, -0.2215, 5.1888], [5.5875, -0.5132, 1.6186], [-4.4747, 2.9409, 0.1081], [-1.5030, -1.1806, 5.7600], [4.5142, -1.4306, 1.8731], [-1.1821, -2.0946, 1.8776], [-1.5611, 0.1238, 0.8245], [-2.1377, -2.1788, 1.3853], [-2.1386, 0.8895, 5.5830], [-3.7872, -0.2296, 0.6243], [6.6432, -0.7639, 1.6615], [-3.3643, 0.6190, -5.6908], [0.5815, 1.7160, -1.0329], [2.3353, -3.1460, -1.4053], [-4.7012, -0.7521, 0.6680], [-1.5366, 0.0064, -5.0016], [0.4605, -1.3258, 3.8439], [0.1237, 2.5527, -0.2057], [0.3761, -3.1037, -0.5626], [4.7595, -2.4533, 2.2382], [-3.5909, 2.5550, -4.2372], [4.1844, -2.7954, -2.5304], [-2.6070, 0.8504, -5.0156], [1.0913, 0.6077, -0.6863], [-2.7673, 0.8035, 6.4869], [-1.9846, 2.0189, 4.7711], [1.5669, 1.4971, -2.8735], [-0.3865, 0.9190, 3.3353], [2.7528, -3.7683, -0.6324], [-2.0172, -2.8313, 0.5397], [-4.2088, 2.2606, -1.4622], [2.3357, -3.1039, 2.6228], [-2.6891, 1.9689, -4.2406], [-2.5499, -0.7749, 0.9997], [-1.1202, -1.3987, -1.9405], [-2.2044, 1.2283, 0.3661], [-0.5317, -0.1704, 4.1185], [5.9048, 1.3835, 0.8607], [0.5955, 0.4726, 1.4534], [-1.1459, 1.9610, 3.6365], [-1.6408, 1.9603, 0.0128], [0.8124, 3.0721, -2.6203], [0.9202, -1.3147, 2.5812], [-0.4239, 1.5073, -3.4439], [3.5236, 2.0103, 0.8957], [5.1735, 0.7497, 1.2165], [3.8428, 1.0486, 1.2256], [1.5836, -0.0866, -4.8881], [3.7175, -1.0682, -4.4392], [-1.5495, -0.9759, -5.4960], [-4.4228, 2.0134, -0.4200], [2.6098, -1.7266, -3.2299], [0.8042, -0.5089, -4.3183], [0.5156, -1.7675, -2.1831]], "forces_ev_per_a": [[0.8, 1.4, -0.8], [0.1, -0.9, -0.3], [0.0, 0.6, 1.0], [-1.0, -1.1, 0.2], [-4.3, 0.7, 0.8], [-1.0, -0.7, 0.8], [-0.5, 0.7, 0.3], [0.8, 0.2, 0.7], [-1.1, -1.8, 0.6], [0.1, -0.2, 0.6], [0.9, 1.4, -0.3], [0.1, 0.5, -0.6], [0.4, -0.5, 0.2], [-0.4, 0.3, 0.3], [-0.7, -0.3, 0.4], [1.2, 0.2, 0.1], [0.0, -1.4, 0.8], [-2.3, -0.6, -0.2], [-0.1, 0.6, 0.5], [0.4, 1.0, -0.7], [2.2, -0.7, 0.7], [0.3, -0.3, 0.2], [-1.5, 0.1, 0.2], [-1.3, -0.4, 1.4], [0.1, 0.2, -0.5], [1.4, 0.3, 0.0], [-0.3, -0.2, 0.1], [-1.6, -0.4, -0.8], [0.4, -0.6, -0.1], [2.3, -1.0, 0.9], [-0.9, -0.2, -0.1], [2.6, -0.3, 0.6], [-1.6, 0.7, 0.5], [0.0, -0.5, -0.5], [0.8, 0.3, -0.3], [-0.4, 0.8, -0.5], [-0.1, 0.3, 0.0], [0.2, -0.5, 0.4], [0.1, -0.5, -0.2], [-0.2, 0.3, 0.0], [0.3, 0.4, -0.7], [0.4, -0.6, -0.6], [0.6, 0.0, 0.0], [-0.6, -0.6, 1.0], [0.0, -0.4, 0.0], [0.1, 0.0, -0.7], [0.5, 0.0, 0.0], [0.4, -1.6, 0.0], [0.8, 0.8, 1.0], [0.9, -0.6, 0.0], [-0.9, 0.2, -0.1], [0.7, -0.5, 0.0], [0.7, -0.1, -0.5], [1.1, 1.8, -0.5], [-0.1, 0.3, -0.7], [-0.4, 0.1, 1.5], [0.9, 1.1, -0.2], [-0.2, 0.0, -0.4], [-0.1, 0.5, -0.3], [-0.9, 0.1, -0.6], [-0.2, 0.7, -0.1], [0.4, -2.3, 0.6], [-0.2, 1.4, -0.6], [-1.1, -0.9, 0.9], [-0.2, 0.1, 0.0], [0.1, 0.7, 0.0], [-0.1, 0.6, -1.1], [-0.7, 1.1, -2.2], [0.6, 1.4, -1.1], [1.3, -1.1, -0.9]], "lowdin_charge": [0.109, -0.030, -0.284, 0.043, -0.131, -0.206, 0.107, -0.048, -0.305, -0.170, -0.460, 0.106, 0.090, 0.095, 0.078, -0.133, -0.010, -0.010, 0.079, 0.140, 0.015, 0.034, -0.003, -0.032, -0.040, 0.027, 0.110, 0.087, -0.629, -0.108, 0.099, -0.030, -0.478, -0.076, 0.116, 0.131, 0.101, 0.101, -0.113, -0.125, 0.121, -0.038, 0.110, 0.005, 0.115, 0.043, 0.076, 0.131, -0.077, -0.338, 0.848, 0.063, -0.169, 0.085, 1.096, -0.115, 0.094, 0.128, 0.014, -0.177, 0.115, -0.052, -0.136, 0.104, 0.677, 0.124, -0.010, -0.558, 0.061, -0.588], "orbital_gap_ev": [8.004, 7.609], "multiplicity": 3, "de_lowest_kj_mol": 181.8}

{"formula": "C33H50Cl5N7O4S2ScSi2Te", "method": "ωB97M-V/def2-TZVPD", "species": ["H", "H", "C", "C", "S", "H", "Cl", "C", "H", "H", "H", "H", "H", "H", "N", "C", "Si", "H", "H", "C", "C", "C", "H", "C", "H", "H", "C", "Cl", "N", "H", "C", "H", "C", "H", "H", "H", "C", "H", "O", "C", "H", "H", "Si", "H", "H", "H", "O", "H", "C", "C", "H", "H", "H", "N", "N", "H", "C", "H", "H", "H", "H", "O", "C", "H", "C", "C", "H", "H", "H", "N", "C", "C", "H", "C", "H", "Sc", "C", "C", "C", "Cl", "C", "C", "H", "O", "Te", "C", "C", "H", "H", "H", "C", "C", "C", "C", "H", "H", "H", "N", "Cl", "N", "H", "S", "H", "Cl", "H"], "coordinates": [[6.6333, 0.2627, 4.2320], [1.5018, -1.9096, -5.8167], [0.2986, -4.6939, -4.7007], [1.4300, -3.4207, -2.0577], [0.5972, -3.1492, 1.4738], [2.0557, -1.1679, 3.0574], [-2.5848, 5.7993, 0.2707], [2.5355, 4.3619, 4.6165], [-3.6899, -4.3483, -3.7245], [1.9858, -7.0920, 3.5160], [4.4204, -0.1913, -0.7279], [-3.6417, 0.0734, 3.8282], [2.2500, -2.8835, -1.5898], [-0.6955, -4.3480, -4.4289], [0.7069, -3.4487, 4.0985], [-1.4421, -4.1052, -1.2274], [1.6614, -3.5854, -3.9475], [0.7022, -1.3143, -4.3713], [2.2742, 4.4908, 5.6540], [5.1604, -1.2819, 4.4271], [3.8750, -1.6858, 4.1042], [2.4204, 3.1128, 4.0322], [3.4474, 2.5197, -3.0191], [3.3736, -4.3420, -4.3355], [-3.7925, -5.9896, 0.2318], [3.3076, 1.4754, -4.4359], [3.5413, 0.3444, 2.8898], [-4.9411, 4.7247, -1.4678], [0.7323, 0.6743, -2.9943], [0.3681, -4.6863, -5.7844], [-1.8786, -0.2862, 2.8217], [-5.0620, -2.6096, -0.0605], [2.6324, 0.2474, -1.7613], [4.2301, -1.0598, -2.2448], [3.0836, 6.4113, 4.3402], [0.3972, -5.7276, -4.3823], [-3.9872, -2.7318, 0.0283], [1.4647, -5.5896, 1.8565], [-0.0529, 1.2726, -3.9180], [-3.5697, 2.3983, -1.5617], [0.9213, -6.2484, 4.6351], [-1.5238, 0.7450, 4.5557], [-3.3509, -3.9912, -1.2640], [-3.4631, -2.6421, -3.3913], [0.4410, 1.6543, 1.9229], [-5.0048, -3.4133, -3.0563], [2.2263, -0.7987, 0.2571], [-5.1170, -5.7232, -0.8729], [4.0874, -0.0941, -1.7601], [-1.4404, 1.9930, -0.4078], [3.5116, -2.6381, 4.4588], [-3.7989, -0.6908, 2.2813], [5.1960, 1.7088, 2.8495], [-1.1097, 0.1722, 3.8365], [1.8225, -0.0988, -0.8298], [-0.1479, 0.4066, 3.5549], [0.8679, -4.0167, 2.8882], [-3.7758, -3.0673, 1.0395], [3.4216, 3.8933, 0.9029], [2.5934, -5.6792, 4.3844], [2.4571, -1.2651, -4.4999], [-0.4904, 1.1924, -0.0728], [2.9798, 5.4438, 3.8740], [3.6245, 6.1249, 1.9493], [2.7610, 2.9554, 2.7015], [4.8257, 0.7588, 3.2064], [-1.0844, -4.4196, -0.2492], [0.7080, -4.0115, 4.9341], [-3.5312, -1.7560, -0.1053], [-3.2117, -0.2949, 2.9981], [-3.9290, -3.5526, -3.0254], [-1.5028, 3.3358, 0.0336], [5.7962, -1.9285, 5.0128], [-4.0368, -5.7113, -0.7875], [3.5112, -5.3061, -3.8584], [0.3246, -0.5172, 0.5281], [2.7451, 1.9823, -3.6507], [1.5741, -1.8514, -4.7362], [3.2987, 5.2819, 2.5367], [-4.8396, 1.7946, -2.5366], [3.0583, -0.8707, 3.3390], [5.6337, -0.0581, 3.9796], [1.3497, -4.3826, -1.5590], [-1.3663, -0.7484, 1.7858], [-0.3778, -2.2707, -1.7193], [-2.5074, 1.5756, -1.2365], [1.9637, 0.9800, -2.8470], [-3.6580, -6.4927, -1.4362], [4.6889, 0.6422, -2.2795], [2.0879, 2.7176, -4.1140], [1.7155, -6.1127, 3.8978], [-3.6055, 3.7087, -1.0871], [-2.5553, 4.1766, -0.2971], [3.1879, 4.0343, 1.9471], [-1.1163, -4.8472, -1.9556], [0.4145, 1.9640, -4.4256], [3.4756, -4.4917, -5.4045], [1.0500, 0.8964, 2.2403], [-2.4244, -0.0304, -1.8291], [1.2696, -5.2885, 2.7992], [2.0623, 2.2644, 4.5948], [2.5287, 1.3751, 1.8163], [0.2305, -2.5606, 4.1355], [-0.2199, 3.9141, 1.0353], [4.1889, -3.6995, -4.0191]], "forces_ev_per_a": [[0.1, 0.0, 0.0], [0.0, -0.1, -0.2], [0.5, 0.4, 0.4], [0.0, 0.4, -0.8], [0.2, -0.5, -0.3], [0.1, -0.1, 0.1], [0.0, 0.0, 0.0], [0.0, -0.2, 0.1], [0.1, -0.2, -0.1], [0.0, 0.0, 0.0], [0.1, 0.0, 0.0], [0.0, 0.0, -0.1], [0.1, 0.2, 0.1], [-0.2, 0.1, 0.0], [0.0, -0.3, 0.2], [-0.6, 0.5, 0.1], [0.3, -0.1, -0.4], [-0.1, 0.0, -0.1], [0.0, 0.0, 0.2], [0.0, 0.0, -0.1], [0.1, 0.0, 0.1], [-0.1, -0.1, 0.1], [0.0, 0.1, 0.0], [-0.7, 0.3, 0.2], [0.1, 0.0, 0.3], [0.0, 0.0, -0.1], [0.1, 0.0, -0.1], [0.0, 0.0, 0.0], [0.2, -0.3, 0.3], [0.0, 0.1, -0.2], [-0.2, -0.1, 0.2], [-0.2, 0.0, -0.1], [-0.4, -0.3, 0.7], [0.0, -0.1, -0.1], [0.0, 0.1, 0.0], [0.0, -0.2, 0.1], [0.3, -0.4, -0.5], [0.0, 0.0, 0.1], [0.0, 0.4, -0.4], [0.1, 0.2, 0.1], [0.0, 0.0, 0.0], [0.0, -0.1, -0.1], [-0.2, -0.3, 0.1], [0.1, 0.2, 0.0], [0.0, 0.0, 0.0], [-0.2, 0.1, 0.1], [1.6, -0.4, -0.5], [-0.3, 0.1, 0.0], [-0.3, 0.0, 0.3], [-0.7, 0.5, -0.2], [-0.1, -0.1, 0.0], [0.1, 0.0, 0.0], [0.0, 0.1, 0.0], [0.2, 0.1, 0.0], [1.2, 0.0, -0.5], [-0.1, 0.0, 0.1], [-0.1, 0.4, 0.0], [0.1, -0.2, 0.2], [0.0, 0.0, -0.2], [0.0, 0.0, 0.0], [0.2, 0.1, 0.1], [0.0, 0.3, 0.0], [0.1, 0.0, -0.1], [0.1, 0.1, -0.1], [-0.1, -0.3, -0.6], [0.1, 0.0, -0.2], [0.0, 0.0, 0.1], [0.0, 0.0, 0.0], [0.1, 0.2, 0.0], [-0.1, 0.0, -0.1], [0.3, -0.1, 0.7], [0.1, -0.3, -0.1], [0.1, 0.0, 0.1], [0.3, 0.7, -0.2], [0.0, -0.2, 0.1], [-1.5, 0.4, 1.3], [-0.3, -0.2, 0.0], [-0.1, -0.7, 0.4], [0.0, 0.1, 0.0], [-0.2, 0.0, -0.1], [-0.3, 0.1, -0.3], [0.0, 0.0, 0.0], [-0.2, 0.0, 0.1], [-0.4, 0.1, 0.1], [0.2, -1.9, -0.5], [0.3, 0.1, 0.3], [-0.3, 0.5, -0.7], [0.1, -0.1, -0.2], [0.0, 0.1, -0.1], [0.1, 0.1, 0.0], [0.0, 0.0, 0.3], [0.0, 0.0, 0.0], [-0.2, 0.0, -0.2], [0.0, -0.2, -0.1], [0.1, 0.1, -0.2], [0.1, -0.2, 0.2], [0.0, 0.0, -0.3], [-0.4, -0.4, -0.2], [-0.5, 0.3, -0.2], [0.0, 0.1, -0.1], [0.0, -0.1, 0.1], [0.9, 0.9, 1.3], [0.1, -0.1, 0.0], [0.2, 0.0, 0.1], [0.1, 0.2, 0.1]], "lowdin_charge": [0.112, 0.035, -0.172, -0.517, 0.731, 0.056, 0.695, -0.059, 0.028, 0.094, 0.084, 0.117, -0.007, 0.009, 0.130, -0.533, 0.463, -0.019, 0.110, -0.066, -0.062, -0.071, 0.087, -0.178, 0.023, 0.099, -0.362, 0.682, 0.005, 0.030, -0.601, 0.033, -0.260, 0.092, 0.112, 0.029, -0.183, 0.125, -0.008, -0.706, 0.090, 0.114, 0.475, 0.008, -0.033, 0.030, -0.333, 0.026, 0.020, -0.435, 0.094, 0.111, 0.115, 0.181, -0.138, 0.053, -0.824, 0.026, 0.108, 0.091, 0.018, -0.231, -0.060, 0.112, -0.402, -0.071, -0.041, 0.104, -0.035, 0.208, -0.173, -0.578, 0.109, -0.178, 0.023, 0.529, 0.003, -0.182, -0.064, 0.713, -0.080, -0.061, 0.009, -0.114, 1.281, -0.571, -0.288, 0.024, 0.080, 0.075, -0.064, -0.715, -0.704, -0.109, 0.006, 0.096, 0.026, -0.380, 0.686, -0.051, 0.115, 1.101, 0.094, 0.765, 0.017], "orbital_gap_ev": 7.861, "multiplicity": 1, "charge": 1, "de_lowest_kj_mol": 171.2}

{"formula": "C3H9BO2S", "method": "ωB97M-V/def2-TZVPD", "species": ["H", "C", "H", "H", "H", "H", "S", "H", "H", "H", "O", "C", "O", "B", "C", "H"], "coordinates": [[-0.4292, -0.2616, -1.8392], [0.3797, -0.9799, 0.2690], [-3.2625, -1.5810, 0.6688], [1.4639, 1.4300, 0.1680], [3.1180, 1.1568, -0.7052], [-3.8755, 0.6046, 0.0965], [2.1022, -0.9400, -0.3373], [0.2672, -2.0860, 0.2016], [2.8848, 0.9140, 1.0821], [-0.2908, 0.9960, -0.3283], [-2.9265, 0.6953, -0.2456], [-0.5740, -0.0620, -0.7379], [-2.5323, -1.5655, 0.1283], [-2.1017, -0.3296, -0.3300], [2.4242, 0.7935, 0.1162], [0.4734, -0.6508, 1.2098]], "forces_ev_per_a": [[0.5, 0.4, 1.3], [0.1, -1.6, -6.2], [-2.7, 0.0, 1.7], [1.6, -1.1, -0.5], [-0.9, 0.1, 1.2], [2.3, -0.1, -0.9], [-0.1, 0.9, 0.4], [-0.9, 0.9, 0.3], [0.4, -0.2, 0.3], [-0.8, -1.6, -1.7], [-3.3, 2.4, 0.5], [0.5, -0.5, 2.5], [3.3, -0.3, -2.1], [0.9, -1.6, 0.9], [-0.3, 1.1, -1.4], [-0.5, 1.2, 3.5]], "lowdin_charge": [0.113, -0.479, 0.049, 0.047, 0.043, 0.156, 0.757, 0.067, 0.012, 0.102, 0.176, -0.083, 0.170, -0.714, -0.430, 0.014], "orbital_gap_ev": 8.399, "multiplicity": 1, "de_lowest_kj_mol": 56.7, "smiles": "CSCCB(O)O"}

{"formula": "C16H25N2O", "method": "ωB97M-V/def2-TZVPD", "species": ["C", "H", "C", "H", "H", "H", "H", "C", "H", "H", "C", "H", "C", "O", "H", "C", "H", "H", "C", "C", "C", "H", "H", "C", "H", "H", "H", "H", "H", "H", "C", "H", "H", "C", "C", "H", "C", "C", "H", "N", "H", "H", "C", "N"], "coordinates": [[4.9806, 0.5329, -0.9276], [-4.9044, 1.0571, -3.2506], [-4.5360, 2.3056, -1.5153], [-3.8925, 3.3755, 0.2503], [1.5215, -1.1282, -0.6991], [-2.6264, -1.7353, 0.2385], [4.3210, 2.0608, 1.3466], [-4.2341, 1.2657, -2.4121], [4.2133, 3.4925, 0.2545], [-1.8059, 2.0631, 0.5272], [-0.5707, -2.3110, 2.8180], [-1.3282, -2.4211, 3.6034], [3.8727, -0.2095, -0.1934], [5.0446, 1.9259, -0.6344], [2.3654, 2.5421, -0.9628], [1.4556, -0.0576, -0.4853], [-0.1364, -1.3072, 2.8894], [3.6837, -1.1741, -0.6737], [2.6672, 2.0009, -0.0493], [-2.1749, 0.7758, -1.1793], [-1.6990, -3.9855, 1.3391], [4.1759, -0.3736, 0.8532], [-0.8867, -4.6982, 1.5219], [-3.0830, 0.5048, -2.2384], [0.2299, -3.0339, 3.0150], [-0.8550, -0.9080, -1.5879], [-1.9210, -0.6496, 1.2808], [-5.4426, 2.8980, -1.6490], [-2.8329, -0.2963, -2.9415], [-2.4857, -4.1665, 2.0812], [-1.1731, -2.5638, 1.4472], [1.9861, 2.3039, 0.7550], [0.1594, 1.6136, -0.1189], [-0.9331, 0.0502, -1.0656], [4.0878, 2.4036, 0.3213], [-0.3672, -2.4370, 0.6979], [-3.6660, 2.5682, -0.4462], [0.2140, 0.5969, -0.5128], [4.8382, 0.4257, -2.0174], [2.6174, 0.5604, -0.2509], [5.9616, 0.1073, -0.6619], [-2.1071, -4.1883, 0.3433], [-2.5000, 1.8248, -0.2805], [-2.2336, -1.6106, 1.1701]], "forces_ev_per_a": [[0.4, 0.1, -0.5], [0.3, 0.1, 0.3], [0.5, -0.5, 0.0], [0.0, -0.3, -0.2], [0.0, 0.3, 0.0], [0.0, 0.1, 0.3], [0.1, 0.1, -0.4], [-0.1, 0.2, 0.2], [-0.3, -0.3, 0.3], [-0.4, -0.1, -0.1], [0.1, 0.0, 0.2], [0.1, 0.1, -0.2], [0.2, 0.1, 0.2], [-0.8, -0.1, 0.4], [0.0, -0.4, 0.2], [1.5, 0.4, -0.1], [-0.1, 0.0, 0.0], [0.2, 0.1, 0.2], [0.4, 0.9, 0.0], [-1.1, 0.7, -0.1], [0.0, -0.2, 0.0], [-0.4, 0.0, -0.3], [-0.2, 0.1, -0.1], [0.5, -0.2, 0.3], [-0.1, 0.1, 0.0], [-0.1, 0.1, 0.3], [-0.1, -0.2, 0.0], [0.3, -0.2, 0.1], [-0.2, 0.3, 0.2], [0.1, 0.1, -0.2], [0.3, 0.0, -0.2], [0.1, -0.1, -0.1], [0.0, -0.3, -0.2], [1.2, 0.4, -0.1], [0.7, 0.1, -0.3], [0.1, -0.2, 0.1], [0.1, -0.1, -0.1], [-1.1, 0.2, 0.0], [0.1, 0.1, 0.4], [-1.9, -1.4, -0.3], [-0.4, -0.1, -0.1], [0.0, 0.0, 0.1], [0.1, -0.1, -0.5], [-0.3, 0.2, 0.0]], "lowdin_charge": [-0.166, 0.118, -0.037, 0.116, 0.149, 0.072, 0.136, -0.053, 0.143, 0.114, -0.076, 0.089, -0.090, -0.117, 0.155, 0.001, 0.068, 0.135, -0.109, -0.238, -0.073, 0.145, 0.082, -0.014, 0.081, 0.138, 0.054, 0.118, 0.123, 0.089, -0.552, 0.138, 0.103, 0.001, -0.161, 0.104, -0.052, -0.051, 0.135, -0.054, 0.138, 0.076, -0.022, 0.043], "orbital_gap_ev": 6.904, "multiplicity": 1, "charge": 1, "de_lowest_kj_mol": 157.2}